Molecular formula: C21H31ClN2O5STl
Method: DFT, ωB97M-V/def2-TZVPD

Each line ends with the Löwdin charge.
Cartesian coordinates (Å):
Tl1 -0.091574 -0.035055 -0.065723  0.6709
Cl1 -1.907141 0.209032 1.663599  0.4950
N1 -0.014685 2.014015 -0.093788  -0.0395
N2 -0.138644 -2.071241 0.178496  -0.0376
C1 -0.951226 2.815465 -0.574553  -0.3402
C2 -0.921382 -2.920269 -0.465320  -0.3395
C3 0.996636 2.841052 0.617837  -0.5256
C4 0.236000 4.155647 0.764214  -0.0404
C5 2.206374 2.977925 -0.285256  -0.0303
C6 1.350464 2.209862 1.937213  -0.0786
H1 1.915903 3.018037 -1.336572  0.0803
H2 2.877075 2.128750 -0.159439  0.0802
H3 2.744930 3.899285 -0.041446  0.0825
H4 0.534709 2.301839 2.657461  0.0536
H5 2.246691 2.681045 2.352225  0.1018
H6 1.571202 1.146075 1.809751  0.0384
C7 0.704015 -2.838985 1.136913  -0.5363
C8 0.506211 -4.260266 0.623076  -0.0614
C9 0.131616 -2.657313 2.526562  -0.0312
C10 2.143642 -2.387750 1.066815  -0.0503
H7 2.518954 -2.393442 0.044082  0.0762
H8 2.761347 -3.049435 1.683384  0.0903
H9 2.254209 -1.373602 1.449623  0.0624
H10 -0.918473 -2.948677 2.570196  0.1060
H11 0.186404 -1.613030 2.842762  0.0178
H12 0.696073 -3.267780 3.236986  0.0973
O1 -0.700192 -4.199217 -0.201531  0.0249
H13 0.337929 -4.991465 1.410711  0.1273
H14 1.322926 -4.592197 -0.024091  0.1267
O2 -0.817258 4.089767 -0.250131  0.0378
H15 0.840015 5.037035 0.564269  0.1237
H16 -0.256972 4.249798 1.736205  0.1416
C11 -2.093812 2.388876 -1.397149  -0.0484
C12 -2.016611 -2.566976 -1.383863  -0.0446
C13 -1.764356 -1.309025 -2.156882  -0.2334
H17 -2.922085 -2.462382 -0.774538  0.1452
H18 -2.178085 -3.428172 -2.036507  0.1244
C14 -2.127831 -0.091066 -1.566972  -0.1260
C15 -1.812971 1.135115 -2.167332  -0.2298
H19 -2.756603 -0.098223 -0.682648  0.0614
C16 -1.138163 1.143563 -3.380981  -0.2309
C17 -0.813484 -0.075978 -3.965141  0.0004
C18 -0.688094 2.424052 -4.015423  -0.0344
C19 -1.086569 -1.301772 -3.368993  -0.2357
H20 -0.263635 -0.069490 -4.901454  0.1089
C20 -0.569781 -2.566255 -3.984394  -0.0393
H21 -0.150767 -2.376090 -4.973013  0.0739
H22 -1.344639 -3.326958 -4.094320  0.0780
H23 0.227249 -2.993540 -3.371056  0.0880
H24 -1.492696 3.157527 -4.090602  0.0787
H25 -0.305426 2.248674 -5.021549  0.0752
H26 0.118021 2.883216 -3.437427  0.0829
H27 -2.355777 3.230516 -2.044398  0.1276
H28 -2.939915 2.241322 -0.716791  0.1391
C21 1.726858 0.016274 4.522572  -0.2105
S1 -0.016065 0.389857 4.067723  0.5206
O3 -0.896329 -0.602271 4.727947  -0.4186
O4 -0.503383 1.688740 4.592468  -0.4241
O5 -0.418347 0.310202 2.332277  -1.0502
H29 1.915218 0.504111 5.495377  0.0315
H30 2.449060 0.406563 3.786056  0.0301
H31 1.853252 -1.075309 4.632483  0.0360

Forces on atoms 1 to 6 (eV/Å):
Tl 3.6371 -0.3818 -2.4272
Cl -10.4430 -0.4410 -4.2697
N -2.3995 7.4561 -0.5441
N -2.5551 -7.2448 0.3456
C 2.9834 -1.9087 1.7831
C 2.3257 2.1829 2.1765

Values from the calculation:
- Net charge: -1
- LUMO energy: 2.44 eV
- E_tot: -63540.5237 eV
- HOMO-LUMO gap: 3.347 eV
- Energy relative to the best compared isomer or geometry (same formula, charge and spin): 981.7 kJ/mol
- F_max: 0.220 hartree/bohr

---

Molecular formula: H12O6
Method: DFT, ωB97M-V/def2-TZVPD

Each line ends with the natural charge from an NBO analysis.
Cartesian coordinates (Å):
O1 1.675014 -0.915721 0.962255  -1.0511
H1 2.223059 -1.677102 1.310358  0.4990
H2 0.654660 -1.157876 1.010140  0.5242
O2 -1.040675 -1.665547 0.944833  -1.0114
H3 -0.970596 -1.867271 -0.045431  0.5022
H4 -1.368180 -0.643085 1.006798  0.5185
O3 -2.106836 0.933967 0.421144  -0.9957
H5 -1.386062 1.579438 0.814711  0.5014
H6 -1.840985 0.755031 -0.572918  0.5111
O4 -0.976240 -0.593602 -1.573316  -0.9808
H7 -1.066885 -0.802002 -2.503903  0.4794
H8 -0.085165 -0.332642 -1.639129  0.4980
O5 1.435915 0.562961 -1.652605  -1.0236
H9 2.071896 -0.041880 -1.095947  0.5033
H10 0.878157 1.216528 -0.897301  0.5172
O6 0.780134 1.655995 0.927457  -1.0066
H11 1.554186 2.369360 1.196703  0.4956
H12 1.197426 0.777061 1.177768  0.5191

Forces on atoms 1 to 6 (eV/Å):
O -0.8578 -1.3258 0.4654
H -1.3442 1.3283 -0.4738
H 1.8939 -0.3692 0.0704
O 0.1173 2.4008 -1.0317
H -0.5151 0.8501 1.8989
H 0.4201 -3.0184 -0.7665

Values from the calculation:
- Net charge: 0
- LUMO energy: 0.27 eV
- E_tot: -12479.1888 eV
- Structure (SMILES): O.O.O.O.O.O
- HOMO-LUMO gap: 11.345 eV
- Energy relative to the best compared isomer or geometry (same formula, charge and spin): 185.7 kJ/mol
- F_max: 0.091 hartree/bohr

---

Molecular formula: CH5NO4
Method: DFT, ωB97M-V/def2-TZVPD

Each line ends with the natural charge from an NBO analysis.
Cartesian coordinates (Å):
C1 0.340299 0.408184 -0.355047  0.5226
N1 -0.546821 -0.636020 -0.473206  0.1944
O1 -1.385081 1.219152 -0.597619  -0.8491
O2 -0.920949 -1.100355 0.734582  -0.4797
O3 1.417783 -1.156943 -0.642885  -0.8491
O4 0.739548 0.856426 0.837378  -0.6562
H1 -1.533092 -1.818272 0.515641  0.4979
H2 -1.735543 1.309625 0.301664  0.4431
H3 1.356539 1.586642 0.710701  0.5062
H4 1.581228 -1.502130 0.248099  0.4431
H5 0.686089 0.833689 -1.279307  0.2267

Forces on atoms 1 to 6 (eV/Å):
C 0.1097 0.1274 0.1774
N -0.1387 -0.1745 0.5483
O 0.4443 -0.4856 0.2229
O 0.2725 0.3346 -0.6752
O -0.5474 0.3549 0.2387
O -0.1487 -0.1708 -0.2958

Values from the calculation:
- Net charge: 0
- LUMO energy: -0.57 eV
- E_tot: -10791.5223 eV
- HOMO-LUMO gap: 8.802 eV
- Energy relative to the best compared isomer or geometry (same formula, charge and spin): 522.7 kJ/mol
- F_max: 0.016 hartree/bohr

---

Molecular formula: C6H5ClO
Method: DFT, ωB97M-V/def2-TZVPD

Each line ends with the natural charge from an NBO analysis.
Cartesian coordinates (Å):
C1 1.080718 0.018987 0.038376  0.2469
C2 0.383233 -1.125767 0.062351  -0.2480
C3 -0.893634 -1.083321 -0.187468  -0.2055
C4 -1.565296 0.137265 -0.076231  -0.0398
C5 -0.881516 1.344210 -0.087544  -0.1989
C6 0.575172 1.205127 -0.046500  -0.2410
H1 3.048360 -0.779082 1.018521  0.4332
H2 0.868670 -2.137260 -0.335913  0.2222
H3 -1.330389 -2.032033 -0.391164  0.2294
H4 -1.563144 2.286524 -0.302590  0.2485
H5 1.150227 2.002756 0.111801  0.2257
O1 2.459852 0.136480 0.052513  -0.6413
Cl1 -3.332254 0.026112 0.143845  -0.0314

Forces on atoms 1 to 6 (eV/Å):
C 4.7908 -0.7735 1.1734
C 3.6313 -4.8227 -2.7378
C -3.3526 0.1463 0.7348
C -1.0522 0.3694 -0.1378
C -0.6460 0.1602 -0.9299
C -7.1982 2.0775 -0.2722

Values from the calculation:
- Net charge: 0
- LUMO energy: -0.61 eV
- E_tot: -20868.6853 eV
- HOMO-LUMO gap: 8.213 eV
- Energy relative to the best compared isomer or geometry (same formula, charge and spin): 364.6 kJ/mol
- F_max: 0.146 hartree/bohr

---

Molecular formula: C5H6O
Method: DFT, ωB97M-V/def2-TZVPD

Each line ends with the natural charge from an NBO analysis.
Cartesian coordinates (Å):
C1 0.242421 1.103669 2.751233  -0.1480
C2 0.091218 1.159396 1.556763  -0.1315
C3 -0.055946 0.944309 0.114382  0.5205
O1 -0.051183 1.837125 -0.702776  -0.4948
C4 -0.213292 -0.524864 -0.221096  -0.4888
C5 0.046548 -0.855537 -1.681186  -0.6069
H1 0.381153 1.049466 3.808457  0.2388
H2 0.445832 -1.089294 0.448457  0.2263
H3 -1.236482 -0.797793 0.075964  0.2345
H4 -0.053302 -1.933149 -1.842042  0.2130
H5 1.058772 -0.557937 -1.971598  0.2150
H6 -0.655740 -0.335390 -2.336558  0.2220

Forces on atoms 1 to 6 (eV/Å):
C -0.0640 0.0591 -0.4869
C 0.0771 -0.0467 0.6180
C -0.0121 0.1504 -0.2504
O 0.0247 -0.3732 0.4033
C 0.0044 -0.0603 -0.0172
C 0.0066 -0.0062 -0.0933

Values from the calculation:
- Net charge: 0
- LUMO energy: 0.40 eV
- E_tot: -7327.5516 eV
- Structure (SMILES): C#CC(=O)CC
- HOMO-LUMO gap: 10.734 eV
- Energy relative to the best compared isomer or geometry (same formula, charge and spin): 167.2 kJ/mol
- F_max: 0.012 hartree/bohr

---

Molecular formula: C33H38FN3Pt
Method: DFT, ωB97M-V/def2-TZVPD

Each line ends with the Löwdin charge.
Cartesian coordinates (Å):
Pt1 0.263294 -0.094828 0.335152  1.2598
C1 -4.243021 -2.867974 -0.738578  -0.0306
C2 -3.147615 -2.355371 -1.686280  -0.3357
C3 -3.124133 -0.826992 -1.731429  -0.0289
C4 -1.774392 -3.026092 -1.555530  -0.0855
C5 -1.463777 -3.936929 -2.554433  0.0040
C6 -0.204534 -4.505119 -2.676305  0.0157
C7 0.808511 -4.170879 -1.790555  0.0034
C8 0.595977 -3.261476 -0.771835  -0.1176
C9 1.674368 -3.099802 0.285921  -0.3894
C10 2.948898 -2.478244 -0.289840  -0.0401
C11 1.980550 -4.453690 0.944022  -0.0361
C12 -0.704235 -2.685246 -0.664581  -0.1669
N1 -0.914627 -1.714954 0.323950  -0.0073
C13 -1.907546 -1.944082 1.208108  -0.2173
C14 -2.215368 -3.288093 1.590477  0.0258
C15 -3.123331 -3.536046 2.580168  -0.0183
C16 -3.796919 -2.467011 3.189909  0.0313
C17 -3.555847 -1.144776 2.832142  0.0498
C18 -2.606042 -0.885901 1.878831  -0.2262
F1 -2.421723 0.349275 1.480619  0.1200
H1 -5.215413 -2.633270 -1.172782  0.0988
H2 -4.209524 -2.380074 0.236209  0.0600
H3 -4.195986 -3.948391 -0.597936  0.0964
H4 -3.466215 -2.671204 -2.679752  0.1297
H5 -2.854776 -0.369015 -0.782977  0.0530
H6 -4.121458 -0.471182 -1.989042  0.1027
H7 -2.436995 -0.456762 -2.492129  0.0628
H8 -2.223968 -4.185359 -3.284108  0.1327
H9 -0.013510 -5.215844 -3.470588  0.1322
H10 1.769483 -4.661836 -1.873790  0.1304
H11 1.308234 -2.452243 1.078883  0.0868
H12 3.375122 -3.109433 -1.071371  0.0916
H13 3.696133 -2.377096 0.497776  0.0957
H14 2.771704 -1.486203 -0.711155  0.0574
H15 2.411015 -5.161821 0.235669  0.0875
H16 1.084257 -4.907208 1.372165  0.0835
H17 2.702731 -4.311151 1.748588  0.0942
H18 -1.644168 -4.087017 1.135660  0.1408
H19 -3.317709 -4.549064 2.903566  0.1335
H20 -4.523252 -2.672811 3.966438  0.1379
H21 -4.096219 -0.324410 3.285254  0.1481
C19 -0.106728 0.601728 -3.456360  -0.0615
C20 0.874368 0.429124 -2.306117  -0.2012
C21 1.621318 1.704257 -1.953741  -0.1613
C22 2.257159 2.317946 -3.021052  -0.0303
C23 2.789559 3.591062 -2.897955  -0.0285
C24 2.610264 4.289669 -1.722538  -0.0141
C25 2.019800 3.705367 -0.605972  -0.1458
C26 1.768295 4.610931 0.585257  -0.2000
C27 3.041225 5.072251 1.300465  -0.0742
C28 1.630735 2.355705 -0.707826  -0.1487
N2 1.291585 1.591392 0.447050  -0.0884
C29 1.775904 1.828355 1.648836  -0.0188
C30 1.369170 0.973800 2.674971  -0.2815
C31 1.649162 0.855384 4.046393  0.0238
C32 0.972997 -0.272436 4.489882  -0.0348
C33 0.317529 -0.825564 3.378201  -0.1047
N3 0.524218 -0.056433 2.296355  -0.1189
H22 -0.554878 -0.351790 -3.730420  0.0787
H23 0.430551 0.976647 -4.324888  0.0859
H24 -0.885982 1.322450 -3.210043  0.1012
H25 1.555694 -0.403164 -2.499300  0.1206
H26 0.214970 -0.050086 -1.492391  0.0179
H27 2.319669 1.810974 -3.975239  0.1230
H28 3.282802 4.055673 -3.741003  0.1230
H29 2.922352 5.325403 -1.663892  0.1304
H30 1.073868 4.160445 1.292387  0.1020
H31 1.251768 5.491637 0.198565  0.1266
H32 3.576693 4.250616 1.783558  0.0676
H33 2.800586 5.809435 2.065469  0.0871
H34 3.736707 5.532321 0.600183  0.0803
H35 2.486837 2.624993 1.810030  0.1232
H36 2.277914 1.510216 4.629196  0.1279
H37 0.962781 -0.671142 5.491074  0.1152
H38 -0.246038 -1.744213 3.337922  0.1123

Forces on atoms 1 to 6 (eV/Å):
Pt -0.3970 0.0778 -0.2378
C -0.0120 0.0526 -0.0530
C -0.0191 -0.0596 0.0797
C 0.0538 -0.0344 -0.0579
C -0.0734 -0.0541 -0.1579
C -0.0719 0.0554 0.0309

Values from the calculation:
- Net charge: +2
- LUMO energy (alpha / beta): -9.47 / -9.47 eV
- E_tot: -45255.8203 eV
- HOMO-LUMO gap (alpha / beta): 3.823 / 3.820 eV
- Energy relative to the best compared isomer or geometry (same formula, charge and spin): 0.0 kJ/mol
- F_max: 0.015 hartree/bohr

---

| no. | molar mass (g/mol) |
| --- | --- |
| 1 | 663.39 |
| 2 | 108.09 |
| 3 | 95.05 |
| 4 | 128.56 |
| 5 | 82.10 |
| 6 | 690.76 |